DFT (the ωB97M-V functional and the def2-TZVPD basis) results for C26H23N5O2Re as an isolated structure.

Each line ends with the Mulliken spin population.
Geometry (Å):
Re  0.0018  -0.2710  -0.1824  1.305
O  3.4736  1.7597  -0.7649  -0.007
O  -3.4891  1.8141  0.0429  -0.006
N  -0.0177  1.7160  -0.4431  -0.049
N  -2.0131  0.1370  -0.0507  -0.022
N  0.0372  -2.3268  0.0262  -0.088
N  1.9868  0.1528  -0.3245  -0.032
N  0.4108  -4.3977  0.6427  0.001
C  -2.2722  1.4493  -0.0918  -0.026
C  -4.3026  0.6652  0.2467  -0.002
C  0.6950  -3.1228  0.8839  -0.038
C  -0.0404  4.4518  -0.7266  0.007
C  -4.9422  -3.3938  1.8574  0.002
C  1.1266  2.3674  -0.6999  0.023
C  -3.3303  -0.5270  0.0057  -0.012
C  -0.4514  -4.4608  -0.4115  -0.046
C  4.2979  0.6340  -0.4908  -0.005
C  -3.5301  -1.6372  1.0190  -0.005
C  3.2886  -0.5063  -0.1583  -0.012
C  -4.0219  -3.6713  2.8685  0.000
C  -1.2248  3.7759  -0.4369  0.001
C  4.6666  -2.4867  -0.8460  -0.001
C  1.1554  3.7517  -0.8757  0.002
C  2.8058  -3.2564  -2.7820  0.010
C  4.8826  -3.6106  -1.6318  -0.002
C  -2.8132  -2.9799  2.9057  0.004
C  3.9962  -3.9645  -2.6449  -0.013
C  2.2473  1.4288  -0.6356  -0.032
C  3.5014  -1.7418  -1.0197  -0.016
C  -4.7270  -2.3546  0.9647  -0.003
C  2.5910  -2.1264  -2.0084  0.020
C  -1.1719  2.3856  -0.3241  0.018
C  -2.5950  -1.9400  2.0159  0.011
C  -0.6828  -3.1739  -0.7909  0.025
H  -5.4649  -2.1322  0.2088  0.000
H  -4.2443  -4.4065  3.6334  0.000
H  -1.3034  -2.8135  -1.5895  0.004
H  -1.7252  -1.2981  2.1498  0.003
H  4.9205  0.4349  -1.3717  -0.001
H  -2.0974  -3.2040  3.6822  0.000
H  -5.8063  -4.0415  1.7253  0.000
H  -5.1536  0.7179  -0.4393  -0.001
H  0.7670  -5.2010  1.1513  0.000
H  2.0773  4.2676  -1.1073  0.000
H  4.2207  -4.7758  -3.3268  0.000
H  4.9647  0.9053  0.3370  -0.002
H  1.7356  -1.4892  -2.2399  -0.004
H  3.3810  -0.8061  0.8970  -0.005
H  5.3847  -2.2098  -0.0906  0.000
H  -3.5071  -0.9642  -0.9926  -0.006
H  -0.8244  -5.3822  -0.8166  0.001
H  -4.6905  0.7079  1.2737  -0.001
H  5.7265  -4.2601  -1.4116  0.000
H  1.3555  -2.7918  1.6659  0.000
H  -0.0517  5.5294  -0.8242  -0.001
H  2.0963  -3.5473  -3.5412  0.000
H  -2.1543  4.3097  -0.3040  0.000

Cartesian forces (eV/Å) of the 2 atoms listed first:
-0.09 -3.27 0.71
-1.73 1.02 -0.25

Output
Lowest unoccupied orbital energy (alpha / beta), eV: -16.63 / -15.93
F_max, eV/Å: 3.35
2S+1: 2
Net charge: +4
Highest occupied orbital energy (alpha / beta), eV: -19.56 / -19.56

=====

DFT (the ωB97M-V functional and the def2-TZVPD basis) results for one molecule with the formula C5H9ClP2.

Each line ends with the Löwdin charge.
Geometry (Å):
Cl  1.4844  2.1544  -0.4701  0.228
P  0.5308  1.0351  0.8511  0.489
P  -2.3222  0.5894  0.3166  0.853
C  1.3088  -1.3916  -0.0225  -0.263
C  1.7655  -0.3633  1.0638  -0.386
C  -2.5081  2.1079  -0.4538  -0.330
C  -0.6252  0.0565  -0.3320  -0.802
C  -0.2567  -1.3917  -0.1488  -0.335
H  1.3643  -2.4342  0.2005  0.082
H  -0.8909  -1.7492  0.7908  0.120
H  2.9010  -0.2045  0.9198  0.107
H  -0.7437  -1.9681  -1.0432  0.136
H  1.6652  -0.6864  2.0465  0.026
H  -1.6865  2.3553  -1.0362  -0.060
H  1.6453  -1.2296  -1.0568  0.109
H  -3.3478  2.7457  -0.3043  -0.027
H  -0.2842  0.3742  -1.3211  0.053

Cartesian forces (eV/Å) of the 2 atoms listed first:
0.91 1.30 -1.38
-0.36 -1.18 1.21

Output
Lowest unoccupied orbital energy, eV: 0.06
F_max, eV/Å: 3.74
SMILES: C=P[C@@H]1CCCP1Cl
Energy relative to the best compared isomer or geometry (same formula, charge and spin), kcal per mole: 0.0
Highest occupied orbital energy, eV: -8.82

=====

DFT (the ωB97M-V functional and the def2-TZVPD basis) results for C59H50BrCsFGeNO3P3SbSe4 as an isolated structure.

Each line ends with the Löwdin charge.
Geometry (Å):
Cs  0.3864  -0.9057  -1.7963  1.153
Sb  -2.3878  -2.5951  -5.1777  -0.331
Br  2.4675  2.0360  -3.3879  0.775
Se  -4.2042  -0.9568  -4.6093  -0.189
Se  -2.3562  -4.4590  -3.5541  -0.208
Se  -0.1135  -1.4167  -4.7785  -0.183
Se  -2.4831  -3.2998  -7.5319  -0.399
Ge  0.2068  0.0829  2.1814  1.000
P  3.0780  1.2865  0.6064  1.126
P  -0.3616  -3.0360  0.7453  1.093
P  -1.9204  1.5522  -0.1351  1.127
F  0.5777  -0.1751  0.4446  -0.716
O  1.1210  -3.3998  -1.6077  -0.375
O  -1.4217  2.3716  -6.7904  0.075
O  2.7658  -3.0492  -3.9210  -0.116
N  -0.1543  1.4509  -2.9696  -0.205
C  -1.7406  -2.1694  5.1040  -0.093
C  -4.3492  -3.8070  0.1232  -0.075
C  0.9917  -6.8568  1.3587  -0.108
C  4.3706  3.3778  -0.6873  -0.155
C  0.3101  2.2428  -5.1839  -0.056
C  -6.4006  0.8242  -0.8385  -0.086
C  -4.7391  -2.7702  -0.7066  -0.071
C  3.8347  5.2591  1.2702  -0.090
C  -4.4712  0.8388  0.5844  -0.116
C  4.2475  1.2128  3.1453  -0.094
C  -0.7249  -1.4605  3.0292  -0.256
C  4.3411  0.8480  4.4700  -0.078
C  -3.7248  1.4825  -0.4041  -0.372
C  -1.4902  3.4541  4.0461  -0.090
C  -1.5525  5.3254  -1.8315  -0.086
C  3.2716  0.2158  5.0890  -0.081
C  0.7052  -5.5159  1.5474  -0.114
C  -0.1300  -4.8443  0.6587  -0.379
C  3.7685  2.9773  0.5062  -0.378
C  1.9946  0.3520  3.0401  -0.243
C  -3.0459  -3.8872  0.5696  -0.105
C  -0.6754  2.4049  3.6640  -0.125
C  -1.0244  2.0652  -5.5394  -0.317
C  -2.1401  4.1732  -1.3346  -0.083
C  -1.9078  1.5928  -4.5739  -0.067
C  -0.6457  -5.5358  -0.4355  -0.120
C  4.5391  0.2063  0.3336  -0.354
C  -2.1079  -2.9347  0.1826  -0.360
C  -0.8183  -2.7577  2.5210  -0.346
C  -2.5274  3.8527  3.2167  -0.077
C  -0.3428  -6.8684  -0.6326  -0.060
C  4.7126  4.7011  -0.8919  -0.088
C  6.6120  -1.6438  0.1103  -0.093
C  -2.7000  3.2416  1.9904  -0.078
C  0.0322  3.3553  -0.7300  -0.114
C  2.1132  -0.0227  4.3736  -0.112
C  -1.4180  1.2726  -3.3298  -0.287
C  -5.6696  1.4539  -1.8305  -0.081
C  -4.3404  1.7741  -1.6203  -0.110
C  -1.3464  3.1669  -0.7982  -0.355
C  -1.8669  2.1994  1.5917  -0.368
C  0.6525  1.8961  -3.8986  -0.795
C  5.8444  0.6370  0.1320  -0.098
C  3.0815  0.9745  2.4195  -0.373
C  -5.7988  0.5233  0.3725  -0.093
C  4.4407  5.6446  0.0859  -0.102
C  0.4736  -7.5339  0.2669  -0.102
C  -1.2018  -1.1780  4.3054  -0.138
C  -1.3507  -3.7489  3.3434  -0.092
C  -0.1800  5.4925  -1.7799  -0.088
C  6.8709  -0.2861  0.0211  -0.091
C  3.4898  3.9354  1.4774  -0.092
C  -0.8640  1.7539  2.4493  -0.251
C  0.6163  4.5084  -1.2135  -0.079
C  5.3120  -2.0805  0.3079  -0.069
C  -2.5088  -1.8976  -0.6487  -0.162
C  -3.8168  -1.8157  -1.0919  -0.117
C  -1.7974  -3.4646  4.6194  -0.080
C  4.2851  -1.1622  0.4142  -0.083
H  3.3472  -0.0928  6.1220  0.099
H  -3.1893  4.6529  3.5197  0.100
H  4.5425  2.6505  -1.4672  0.063
H  -1.1644  -0.1625  4.6837  0.089
H  -6.1207  1.6545  -2.7899  0.105
H  1.9642  -3.0976  -4.4625  -0.037
H  -2.1065  -1.9364  6.0961  0.097
H  -2.9404  1.4035  -4.8243  0.017
H  0.6543  2.5758  -0.3075  0.064
H  -2.2050  -4.2539  5.2360  0.100
H  -1.7834  -1.1694  -0.9846  -0.071
H  -5.7519  -2.7146  -1.0770  0.109
H  1.1389  -4.9856  2.3876  0.101
H  5.2495  1.0457  5.0193  0.099
H  -6.3593  0.0099  1.1423  0.102
H  -7.4284  0.5459  -1.0190  0.100
H  1.7854  -3.4166  -2.3244  -0.002
H  1.6317  -7.3784  2.0610  0.091
H  -3.4910  3.5718  1.3286  0.112
H  3.6167  5.9964  2.0305  0.099
H  -2.0639  0.8156  -2.5934  0.055
H  -0.7449  -7.3757  -1.4971  0.109
H  1.0369  2.5739  -5.9066  0.110
H  5.1729  4.9989  -1.8237  0.105
H  -1.3245  3.9559  4.9903  0.097
H  4.6791  6.6838  -0.0865  0.095
H  -1.2847  -5.0376  -1.1520  -0.003
H  2.9932  3.6372  2.3920  0.103
H  -3.7800  2.2163  -2.4289  0.087
H  6.0642  1.6926  0.0594  0.091
H  0.7166  -8.5767  0.1163  0.091
H  7.4208  -2.3564  0.0263  0.097
H  -2.7481  -4.7221  1.1868  0.096
H  -4.1186  -1.0306  -1.7679  0.025
H  1.6887  4.6334  -1.1647  0.086
H  1.2846  -0.5214  4.8605  0.087
H  -3.2141  4.0647  -1.3798  0.093
H  0.3434  -3.7877  -2.0319  -0.012
H  2.9692  -2.1091  -3.9301  0.023
H  -1.4092  -4.7660  2.9859  0.096
H  -2.1744  6.0978  -2.2673  0.097
H  0.1366  2.0937  4.3114  0.091
H  7.8851  0.0612  -0.1266  0.097
H  -5.0579  -4.5727  0.4069  0.098
H  0.2718  6.3897  -2.1791  0.095
H  -2.2832  1.9573  -6.9444  0.124
H  3.2711  -1.5088  0.5675  0.104
H  5.0889  -3.1353  0.3817  0.108
H  5.0874  1.6858  2.6544  0.108
H  -3.9908  0.5593  1.5162  0.109

Cartesian forces (eV/Å) of the 2 atoms listed first:
0.95 -0.24 -1.71
0.63 0.35 -0.12

Output
Lowest unoccupied orbital energy, eV: 2.99
F_max, eV/Å: 3.90
Energy relative to the best compared isomer or geometry (same formula, charge and spin), kcal per mole: 72.5
Net charge: -2
Highest occupied orbital energy, eV: -0.81